Density functional theory data (the ωB97M-V functional and the def2-TZVPD basis) for a 2-piece molecular cluster, C4H6FN overall in a non-equilibrium geometry.

Its molar mass is 87.1 g/mol. For the LUMO energy, the calculation gives 0.0318 Ha. The HOMO-LUMO gap comes out at 10.9 eV. Its charge is 0. The SMILES is C=CF.CC#N.

Atoms and positions in Å:
C -2.942 1.225 -0.139
C -1.661 1.074 -0.450
F -1.160 -0.173 -0.576
H -3.501 0.377 0.005
H -3.417 2.182 0.010
H -1.099 1.983 -0.726
C 0.791 -1.007 1.241
C 1.159 0.428 1.250
N 1.154 1.478 0.849
H 1.598 -1.684 1.554
H 0.618 -1.156 0.154
H -0.107 -1.245 1.752